[1]
Computed, not measured: one molecule with the formula C2H4ClNSi, with wB97M-V/def2-TZVPD.

SMILES string: N[SiH2]C#CCl
Total charge: 0

Geometry (Å):
C 1.084530 -0.482222 -0.094836
C 2.319571 -0.312515 0.006405
N -1.463518 0.947650 -0.111102
Si -0.772709 -0.760347 0.025679
Cl 3.720389 0.492220 0.082487
H -1.483487 1.490783 -1.001843
H -1.045446 1.535706 0.603341
H -1.353666 -1.705028 -1.050917
H -1.005661 -1.206248 1.540785

Atoms 1-2, force components in eV/Å:
2.75 -0.62 0.30
-4.67 0.03 -0.43

These are the natural (NBO) partial charges, in e, on atoms 1 to 6: -0.480, -0.121, -1.261, 1.232, 0.141, 0.396



[2]
Computed, not measured: C25H20ClMoN3P as an isolated structure, with wB97M-V/def2-TZVPD.

Expectation value of S²: 2.03
Spin multiplicity: 3
Total charge: +1

Geometry (Å):
C -2.306038 3.580211 -1.190582
C -1.768329 2.252158 -1.107934
C -2.668337 1.451665 -0.321824
H -0.900181 1.876158 -1.655988
C -3.718996 2.299540 0.140752
C -3.493800 3.618391 -0.378513
H -4.201012 4.447318 -0.337743
H -1.941361 4.382815 -1.824117
H -2.558929 0.388963 -0.119934
H -4.564322 2.008693 0.758559
Mo -1.731640 3.359638 0.982675
Cl -1.415273 1.908957 2.736830
P 0.531505 -1.006534 0.078508
C -0.887480 -2.122505 0.333025
C -1.163006 -3.198840 -0.538358
H -0.512498 -3.389734 -1.392100
C -2.276529 -4.016484 -0.318652
H -2.469661 -4.871537 -0.973663
C -3.155663 -3.749905 0.738036
H -4.017430 -4.395330 0.923300
C -2.940152 -2.633496 1.558655
H -3.642488 -2.392649 2.360757
C -1.826017 -1.821478 1.357090
H -1.663854 -0.931642 1.970225
C 1.127915 -1.062046 -1.641837
C 0.212088 -0.973791 -2.722309
H -0.855076 -0.883365 -2.517823
C 0.672444 -0.988575 -4.038249
H -0.040777 -0.909775 -4.858448
C 2.038444 -1.114623 -4.309351
H 2.384839 -1.221113 -5.339497
C 2.954583 -1.072418 -3.252059
H 4.023426 -1.112038 -3.467229
C 2.508826 -0.976616 -1.934753
H 3.226185 -0.826873 -1.125644
C 1.855379 -1.336715 1.281508
C 2.177984 -2.641559 1.707339
H 1.627209 -3.498951 1.320072
C 3.205730 -2.839324 2.632531
H 3.491048 -3.848506 2.936851
C 3.886927 -1.750298 3.186290
H 4.678148 -1.898548 3.924969
C 3.542415 -0.447975 2.800451
H 4.062346 0.410911 3.230845
C 2.536292 -0.236282 1.862589
H 2.243009 0.771933 1.566403
N -0.292840 4.475062 0.711334
C 0.653165 5.198163 0.637551
N 1.527270 6.118386 0.742227
C 1.102431 7.294545 1.230910
N 0.742083 8.326021 1.656323

Atoms 1-2, force components in eV/Å:
-0.80 -0.62 -0.25
-0.40 0.48 0.01

These are the Löwdin partial charges, in e, on atoms 1 to 6: -0.189, -0.123, -0.101, 0.127, -0.141, -0.208



[3]
Computed, not measured: C5H6O as an isolated structure, with wB97M-V/def2-TZVPD.

Total charge: 0

Geometry (Å):
C -0.591714 -1.029661 0.104512
C 0.362419 0.754168 0.091627
C -0.588510 1.781409 -0.252460
O 0.121181 1.644924 1.038088
C 1.020828 -0.434867 -0.077402
C 2.167055 -1.071685 -0.199790
H -0.291131 -2.024352 0.431550
H -1.100468 -1.064599 -0.860584
H -1.259045 -0.617406 0.872628
H -1.658399 1.596956 -0.184662
H -0.266146 2.628969 -0.851551
H 2.083927 -2.163858 -0.111958

Atoms 1-2, force components in eV/Å:
-0.28 -0.30 0.01
-0.02 0.02 0.05

These are the natural (NBO) partial charges, in e, on atoms 1 to 6: -0.612, 0.476, -0.137, -0.397, -0.286, -0.304



[4]
Computed, not measured: one molecule with the formula C5H9NOS, with wB97M-V/def2-TZVPD.

Total charge: 0

Geometry (Å):
C -0.594629 -0.770506 -0.471110
C -0.292471 0.710166 -0.490501
C 0.687014 0.941418 -1.740374
C -0.160844 -2.601927 1.069736
C 0.359376 1.308154 0.942066
N -0.349082 -1.269798 0.635450
O -1.338804 1.605465 -0.819659
S 0.312103 -0.051175 2.115901
H 1.303493 -0.032378 -1.970546
H -0.016518 1.030445 -2.673352
H 1.384729 1.806180 -1.730184
H 0.878425 -2.894277 0.993283
H -0.732466 -3.333344 0.476329
H -0.491237 -2.707832 2.049901
H 1.389551 1.507449 0.549586
H -0.105043 2.275582 1.180027
H -1.871701 1.947884 -0.115417

Atoms 1-2, force components in eV/Å:
-0.30 1.03 0.20
0.86 2.52 -0.79

These are the natural (NBO) partial charges, in e, on atoms 1 to 6: 0.172, 0.197, -0.636, -0.418, -0.616, -0.381



[5]
Computed, not measured: a 3-piece molecular cluster, C4H14N2O2 overall, with wB97M-V/def2-TZVPD.

SMILES string: [H]/N=C(/C)O.CN.CO
Total charge: 0

Geometry (Å):
C -0.796201 -1.459890 -0.020878
C 0.541642 0.560762 -1.561731
C 0.470478 -2.070162 0.474372
N -1.494148 -0.682508 0.744550
N -0.465181 1.498942 -2.042915
O -1.249878 -2.013560 -1.158171
H -2.084291 -1.614475 -1.443507
H -2.392514 -0.385810 0.374718
H -0.771585 0.461492 1.127380
H -0.486273 2.315716 -1.443892
H -1.398824 1.086091 -1.987393
H 1.528955 0.988323 -1.762864
H 0.489994 -0.351651 -2.154364
H 1.175007 -2.178231 -0.344499
H 0.248510 -3.062664 0.869726
H 0.891867 -1.457646 1.264391
C 1.080900 1.548119 1.919680
O -0.017298 1.380436 1.067633
H 0.536806 0.612661 -0.363421
H 0.840239 2.221609 2.752581
H 1.447754 0.597843 2.331594
H 1.904039 2.004604 1.357011

Atoms 1-2, force components in eV/Å:
-1.53 -0.46 1.07
0.86 1.10 1.84

These are the natural (NBO) partial charges, in e, on atoms 1 to 6: 0.689, -0.502, -0.696, -0.773, -0.840, -0.659



[6]
Computed, not measured: an isolated ion of composition CH2NO2S and charge -1, with wB97M-V/def2-TZVPD.

Expectation value of S²: 2.01
Spin multiplicity: 3
Total charge: -1

Geometry (Å):
C -0.297739 -1.079272 -0.792398
N -0.858233 0.056063 -0.026833
O -0.375377 2.069250 1.514028
O 1.502312 1.020335 0.332698
S 0.249045 0.827075 1.042972
H -0.978469 -1.923428 -1.156819
H 0.758461 -0.970024 -0.913648

Atoms 1-2, force components in eV/Å:
-1.60 1.64 1.65
0.57 -1.43 0.35

These are the natural (NBO) partial charges, in e, on atoms 1 to 6: -0.377, -0.880, -0.936, -0.961, 1.833, 0.159



[7]
Computed, not measured: one molecule with the formula C4H6N2S2, with wB97M-V/def2-TZVPD.

SMILES string: C=C=NS/C(C)=N/S
Total charge: 0

Geometry (Å):
C -1.987839 -1.044586 -0.039966
C 0.375322 0.920847 0.054886
C -1.822645 -2.309643 -0.155240
C 1.294492 2.020492 -0.486493
N -2.258377 0.160203 -0.003884
N 0.662751 -0.262434 0.376063
S 2.261647 -0.707157 0.461525
S -1.287479 1.470168 0.082948
H -1.630662 -3.121971 0.633444
H -2.075950 -2.638268 -1.071871
H 1.960990 -1.256635 1.627850
H 0.605200 2.635814 -1.009546
H 1.652507 2.595750 0.398874
H 2.250043 1.537416 -0.868585

Atoms 1-2, force components in eV/Å:
-0.13 2.44 0.70
0.67 0.27 -0.85

These are the natural (NBO) partial charges, in e, on atoms 1 to 6: 0.447, 0.106, -0.612, -0.712, -0.635, -0.613



[8]
Computed, not measured: H24O12 as an isolated structure, with wB97M-V/def2-TZVPD.

Total charge: 0

Geometry (Å):
H -0.515587 0.974896 -0.196642
H -0.591699 -0.510496 0.116181
H 2.941250 -0.635903 1.552863
H 4.216607 -1.441272 1.366091
H 1.040170 0.160230 3.312804
H -0.311806 0.829440 3.498168
H 0.369882 3.689363 -1.662396
H 0.321749 5.045027 -0.976902
H 3.957049 1.589685 -0.403438
H 3.412623 0.498809 -1.310980
H -5.071939 -1.598413 1.059860
H -4.340749 -0.647226 1.992945
H 0.735730 2.477742 1.533329
H 1.306099 1.264051 0.818017
H 2.877749 2.952489 -1.110214
H 2.489456 4.249418 -1.801044
H -3.262744 -2.335025 1.657108
H -3.523133 -1.734803 0.285258
H -4.176432 -0.839026 -1.402137
H -5.622290 -0.544846 -1.766822
H 0.071595 -2.208765 -1.486860
H 0.802159 -1.442664 -2.577459
H 0.479121 -4.640224 -1.003323
H 1.890776 -5.197998 -1.081796
O -0.746276 0.126122 -0.590793
O 3.787316 -0.623220 1.091342
O 0.520965 0.659955 3.952874
O 0.624097 4.138877 -0.848576
O 3.874644 0.632093 -0.475658
O -4.676763 -0.719914 1.092500
O 0.800414 2.069713 0.662514
O 3.067618 3.483597 -1.891792
O -3.152218 -1.523262 1.149354
O -5.003462 -1.272897 -1.640396
O 0.141598 -2.131957 -2.445082
O 1.266432 -4.793595 -0.468900

Atoms 1-2, force components in eV/Å:
0.06 0.23 0.08
-0.32 0.02 0.00

These are the natural (NBO) partial charges, in e, on atoms 1 to 6: 0.490, 0.459, 0.443, 0.463, 0.460, 0.470



Calculated strongest force on any atom, 4.69, 4.51, 0.41, 2.78, 3.03, 3.15, 3.87, 14.02 eV/A (same order as the records).
Calculated E, -882.978536, -1998.336966, -269.102040, -723.971185, -420.714853, -642.639822, -1061.776482, -917.006275 hartree (same order as the records).